[1]
C35H50Ge2IIrN6PSe | ωB97M-V/def2-TZVPD

The geometry in XYZ format:
```
97
Properties=species:S:1:pos:R:3
Ir 0.247 0.532 -0.570
C 1.221 -3.272 -0.690
C -0.158 -3.143 -0.052
Ge -1.249 -1.554 -0.811
C -3.155 -1.710 -0.110
C -3.996 -0.443 -0.274
C -1.340 -2.189 -2.653
C -1.497 -1.262 -3.634
Ge -0.464 0.373 -3.012
C 1.098 0.339 -4.345
C 1.990 -0.905 -4.322
C -1.588 1.880 -3.772
C -3.120 1.704 -3.700
C -2.244 -1.492 -4.903
C -3.276 -2.419 -4.890
C -3.824 -2.891 -6.096
C -3.460 -2.328 -7.324
C -2.477 -1.258 -7.313
C -1.890 -0.900 -6.135
H 1.559 -4.299 -0.687
H 2.046 -2.675 -0.199
H 1.223 -2.942 -1.746
H -0.072 -3.028 1.031
H -0.802 -3.999 -0.303
H -3.115 -2.136 0.925
H -3.550 -2.457 -0.809
H -3.450 0.529 -0.280
H -4.656 -0.358 0.596
H -4.611 -0.462 -1.207
H -1.239 -3.282 -2.858
H 1.705 1.230 -4.289
H 0.683 0.478 -5.370
H 2.676 -0.865 -3.439
H 2.545 -0.999 -5.269
H 1.359 -1.827 -4.208
H -1.234 1.918 -4.809
H -1.240 2.819 -3.370
H -3.469 0.690 -3.767
H -3.565 2.180 -4.597
H -3.598 2.160 -2.804
H -3.555 -2.902 -3.943
H -4.519 -3.772 -6.129
H -3.799 -2.718 -8.292
H -2.265 -0.664 -8.189
H -1.110 -0.166 -6.185
I 2.033 5.286 -3.563
C 2.638 3.671 -2.292
C 3.826 2.998 -2.521
C 3.978 1.649 -2.156
C 2.915 1.062 -1.504
N 1.787 1.689 -1.182
C 1.537 3.113 -1.429
H 4.598 3.510 -3.036
H 4.839 1.065 -2.340
H 2.999 -0.002 -1.162
H 0.579 3.236 -1.937
C 0.651 -3.685 4.467
N 0.080 -2.535 5.166
C -0.750 -1.575 4.641
Se -1.262 -1.278 2.859
N -0.955 -0.611 5.537
C -0.180 -0.848 6.697
C 0.060 -0.110 7.827
C 1.078 -0.502 8.665
C 1.775 -1.707 8.434
C 1.476 -2.491 7.348
C 0.459 -2.063 6.467
H -0.077 -4.019 3.729
H 0.875 -4.517 5.208
H 1.607 -3.404 3.956
H -1.612 0.108 5.298
H -0.575 0.764 8.065
H 1.046 -0.015 9.657
H 2.600 -2.023 9.040
H 1.914 -3.478 7.202
C 2.553 2.593 1.641
N 1.359 3.207 1.145
C 0.666 3.869 2.211
N 0.181 2.944 3.214
C 1.349 2.279 3.769
N 2.296 1.706 2.789
C 1.759 0.459 2.321
P -0.047 0.548 1.652
C 1.463 3.900 -0.120
C -0.743 1.944 2.736
H 3.261 3.391 1.938
H 3.026 2.023 0.823
H -0.247 4.422 1.773
H 1.297 4.688 2.626
H 1.024 1.483 4.455
H 1.878 2.977 4.476
H 1.699 -0.316 3.178
H 2.369 0.101 1.506
H 2.331 4.603 -0.112
H 0.584 4.553 -0.152
H -1.183 1.382 3.584
H -1.581 2.440 2.208
```

- <S²> = 6.059
- frontier orbital gap (alpha / beta) (hartree) = 0.237 / 0.203
- E_LUMO (alpha / beta) (eV) = -8.677 / -10.278
- ΔE to the lowest compared entry with this formula, charge and spin (kcal/mol) = 38.7
- multiplicity = 5
- total charge = +3
- highest occupied orbital energy (alpha / beta) (Eh) = -0.556 / -0.581

[2]
C35H50N2P4Sn | ωB97M-V/def2-TZVPD

The geometry in XYZ format:
```
92
Properties=species:S:1:pos:R:3
Sn 1.248 -1.963 -0.137
N -0.715 -3.236 -1.089
C -0.865 -4.423 -0.204
C -1.673 -4.055 1.024
C -1.596 -5.132 2.121
C -0.540 -4.823 3.176
N 0.788 -4.660 2.553
H -1.599 -2.731 -1.111
H -0.537 -3.543 -2.041
H 0.127 -4.756 0.104
H -1.340 -5.240 -0.751
H -2.713 -3.874 0.736
H -1.299 -3.103 1.425
H -1.392 -6.109 1.671
H -2.559 -5.228 2.623
H -0.558 -5.590 3.956
H -0.794 -3.873 3.655
H 1.114 -5.558 2.207
H 1.464 -4.391 3.261
C 3.398 1.582 1.175
P 3.149 0.179 0.040
C 4.691 -0.772 0.235
C 3.292 0.930 -1.621
C 3.208 -0.111 -2.739
P 1.749 -1.221 -2.675
C 2.322 -2.731 -3.507
C 0.479 -0.558 -3.779
H 4.416 1.959 1.065
H 3.246 1.254 2.204
H 2.705 2.393 0.958
H 5.564 -0.147 0.039
H 4.712 -1.635 -0.432
H 4.746 -1.146 1.258
H 4.237 1.474 -1.702
H 2.488 1.664 -1.720
H 4.079 -0.771 -2.716
H 3.216 0.379 -3.716
H 2.721 -2.497 -4.495
H 1.501 -3.438 -3.626
H 3.102 -3.206 -2.912
H 0.905 -0.335 -4.759
H 0.034 0.336 -3.344
H -0.310 -1.302 -3.901
C -0.303 1.679 0.267
P -0.418 -0.066 0.764
C -2.169 -0.518 0.691
C -2.926 -0.675 1.848
C -4.274 -0.996 1.754
C -4.870 -1.160 0.513
C -4.120 -0.999 -0.647
C -2.773 -0.685 -0.559
C 0.054 -0.076 2.517
C -0.022 1.066 3.316
C 0.320 1.003 4.658
C 0.740 -0.196 5.218
C 0.808 -1.339 4.434
C 0.469 -1.280 3.092
P -0.866 2.138 -1.458
C -2.174 3.337 -1.024
C -3.217 2.923 -0.192
C -4.259 3.784 0.106
C -4.280 5.064 -0.433
C -3.255 5.475 -1.270
C -2.203 4.618 -1.566
C 0.517 3.222 -1.971
C 1.192 4.070 -1.091
C 2.257 4.839 -1.530
C 2.654 4.783 -2.863
C 1.969 3.973 -3.755
C 0.907 3.195 -3.309
H 0.750 1.946 0.384
H -0.884 2.266 0.977
H -2.473 -0.540 2.822
H -4.861 -1.112 2.656
H -5.921 -1.406 0.446
H -4.588 -1.108 -1.617
H -2.197 -0.527 -1.466
H -0.358 2.011 2.914
H 0.254 1.892 5.270
H 1.007 -0.240 6.266
H 1.123 -2.277 4.872
H 0.502 -2.195 2.504
H -3.224 1.921 0.228
H -5.059 3.455 0.757
H -5.095 5.737 -0.202
H -3.267 6.471 -1.693
H -1.409 4.961 -2.216
H 0.865 4.153 -0.059
H 2.769 5.498 -0.841
H 3.482 5.389 -3.205
H 2.252 3.954 -4.799
H 0.363 2.578 -4.015
```

- frontier orbital gap (hartree) = 0.296
- E_LUMO (eV) = -4.988
- total charge = +2
- highest occupied orbital energy (Eh) = -0.479

[3]
C35H51CsN7O2SSe | ωB97M-V/def2-TZVPD

The geometry in XYZ format:
```
98
Properties=species:S:1:pos:R:3
Cs 1.682 -0.841 -1.258
C -1.851 2.827 4.861
C -0.705 3.716 4.360
C -1.251 5.132 4.185
C 0.393 3.756 5.431
C -0.143 3.148 3.059
C 0.379 1.855 3.030
C 0.853 1.290 1.864
Se 1.498 -0.513 1.903
C -0.141 -1.403 1.380
C -1.348 -0.894 1.814
C -2.559 -1.473 1.463
C -2.502 -2.606 0.658
C -1.311 -3.161 0.193
C -0.072 -2.562 0.563
O 1.081 -2.978 0.096
C -1.329 -4.393 -0.718
C -2.743 -4.909 -0.997
C -0.558 -5.537 -0.043
C -0.716 -4.043 -2.086
C -3.859 -0.834 1.951
C -3.884 -0.805 3.484
C -5.092 -1.591 1.463
C -3.943 0.608 1.430
C 0.860 1.998 0.610
O 1.293 1.395 -0.442
C 0.373 3.337 0.650
C -0.120 3.840 1.856
C 0.313 4.284 -0.562
C 1.010 5.610 -0.222
C 0.973 3.755 -1.840
C -1.159 4.574 -0.894
H -2.257 3.209 5.804
H -2.662 2.788 4.130
H -1.515 1.803 5.033
H -1.648 5.493 5.138
H -0.480 5.833 3.860
H -2.061 5.166 3.453
H -0.002 4.148 6.373
H 0.798 2.761 5.621
H 1.223 4.391 5.113
H 0.404 1.245 3.928
H -1.339 0.001 2.426
H -3.432 -3.074 0.370
H -3.268 -5.215 -0.090
H -3.356 -4.164 -1.509
H -2.673 -5.785 -1.648
H -1.126 -5.901 0.817
H -0.424 -6.374 -0.737
H 0.418 -5.223 0.319
H -1.345 -3.302 -2.588
H 0.278 -3.622 -1.966
H -0.664 -4.929 -2.726
H -3.825 -1.815 3.898
H -3.045 -0.235 3.884
H -4.808 -0.338 3.841
H -5.110 -2.623 1.820
H -5.996 -1.095 1.828
H -5.143 -1.615 0.372
H -3.092 1.208 1.757
H -3.950 0.623 0.338
H -4.857 1.095 1.787
H -0.511 4.851 1.843
H 2.062 5.445 0.018
H 0.957 6.286 -1.081
H 0.553 6.118 0.629
H 2.024 3.512 -1.691
H 0.495 2.849 -2.205
H 0.892 4.540 -2.602
H -1.680 5.029 -0.049
H -1.239 5.256 -1.747
H -1.681 3.648 -1.145
N 4.839 -2.464 -0.138
N 3.812 -3.410 -0.269
C 3.819 -4.347 -1.227
N 2.632 -4.984 -1.354
S 5.170 -4.714 -2.170
H 5.398 -2.538 -0.988
H 5.451 -2.756 0.619
H 2.894 -3.135 0.097
H 1.820 -4.543 -0.922
H 2.525 -5.567 -2.163
N 1.878 -0.515 -6.279
C 0.569 -0.949 -6.284
C 0.313 -1.336 -5.006
N 1.424 -1.149 -4.215
C 2.339 -0.657 -5.005
C 3.701 -0.290 -4.587
N 4.150 -0.342 -3.362
C 5.450 0.101 -3.432
C 5.779 0.422 -4.710
N 4.644 0.173 -5.454
H 2.363 -0.133 -7.070
H -0.028 -0.933 -7.178
H -0.600 -1.739 -4.600
H 6.067 0.160 -2.551
H 6.683 0.793 -5.159
H 4.570 0.283 -6.448
```

- frontier orbital gap (hartree) = 0.197
- E_LUMO (eV) = 1.421
- ΔE to the lowest compared entry with this formula, charge and spin (kcal/mol) = 41.1
- total charge = -1
- highest occupied orbital energy (Eh) = -0.144

Among the records above, which one has the highest total charge? C35H50Ge2IIrN6PSe